C7H10O | ωB97M-V/def2-TZVPD

## Properties
Energy relative to the best compared isomer or geometry (same formula, charge and spin) = 126.68 kcal/mol
HOMO level = -0.2751 Ha
Kohn-Sham gap = 8.36 eV
LUMO = 0.88 eV

The geometry in XYZ format:
```
18
C7H10O | the OMol25 dataset | ωB97M-V/def2-TZVPD
C 0.075 -0.932 -1.076
C -0.250 -1.211 0.188
C 2.481 -0.107 0.464
C 0.392 0.119 -0.010
C -1.007 -2.117 1.046
C -1.047 1.849 -0.891
C 0.039 1.587 0.154
O 2.970 -1.092 -0.059
H 0.412 -1.313 -1.978
H 3.130 0.750 0.696
H -2.080 -2.010 0.975
H -0.748 -2.068 2.158
H -1.073 -3.225 0.883
H -0.640 1.823 -1.940
H -1.476 2.883 -0.714
H -1.753 1.090 -0.850
H -0.371 1.888 1.120
H 0.945 2.088 -0.167
```

=====

C7H10O | ωB97M-V/def2-TZVPD

## Properties
Energy relative to the best compared isomer or geometry (same formula, charge and spin) = 101.87 kcal/mol
HOMO level = -0.3323 Ha
Structure (SMILES) = C[C@]12C[C@H]1C2.C=C=O
Kohn-Sham gap = 9.55 eV
LUMO = 0.50 eV

The geometry in XYZ format:
```
18
C7H10O | the OMol25 dataset | ωB97M-V/def2-TZVPD
C -4.041 -0.522 -0.333
C 0.221 0.263 -1.012
C 1.107 0.865 1.007
C -0.233 0.495 0.425
C 0.812 -0.436 0.169
C -5.227 0.016 -0.647
C 1.398 -1.770 0.303
O -2.965 -0.853 0.103
H -0.339 -0.374 -1.632
H 0.877 0.950 -1.507
H 1.791 1.627 0.466
H 1.377 0.620 1.999
H -1.247 0.431 0.696
H -5.882 -0.346 -1.400
H -5.501 0.841 0.048
H 0.971 -2.658 -0.328
H 1.079 -1.959 1.328
H 2.443 -1.623 0.063
```

=====

C7H10O2 | ωB97M-V/def2-TZVPD

## Properties
Energy relative to the best compared isomer or geometry (same formula, charge and spin) = 72.75 kcal/mol
HOMO level = -0.3060 Ha
Kohn-Sham gap = 8.60 eV
LUMO = 0.28 eV

The geometry in XYZ format:
```
19
C7H10O2 | the OMol25 dataset | ωB97M-V/def2-TZVPD
C -1.829 -0.021 0.079
C -1.382 0.906 -0.996
C 1.483 -1.186 0.716
C 1.617 -0.270 -1.640
C -1.282 0.505 1.501
C -0.302 0.289 -0.169
C 0.834 -0.382 -0.367
O -1.537 1.844 1.669
O -1.214 -0.245 2.459
H -1.736 1.994 2.603
H -2.110 -1.056 -0.081
H -1.513 0.601 -2.025
H -1.518 1.968 -0.825
H 0.949 -1.130 1.660
H 2.507 -0.847 0.873
H 1.527 -2.237 0.417
H 2.481 0.380 -1.483
H 1.023 0.132 -2.456
H 2.002 -1.246 -1.935
```

=====

C7H10O2 | ωB97M-V/def2-TZVPD

## Properties
Energy relative to the best compared isomer or geometry (same formula, charge and spin) = 47.56 kcal/mol
HOMO level = -0.3552 Ha
Structure (SMILES) = C=C(C)[C@@H](C)[C@H]1OC1=O
Kohn-Sham gap = 10.34 eV
LUMO = 0.68 eV

The geometry in XYZ format:
```
19
C7H10O2 | the OMol25 dataset | ωB97M-V/def2-TZVPD
C -0.618 -1.681 1.081
C 0.044 0.488 -2.019
C 1.188 0.906 1.388
C -0.627 -0.345 0.398
C 1.547 0.654 -0.004
C 0.508 -0.168 -0.728
C -1.684 0.461 0.413
O 1.054 1.932 0.534
O 1.349 0.686 2.547
H 2.564 0.694 -0.377
H 0.922 -1.162 -0.918
H -0.820 -2.485 0.370
H 0.359 -1.870 1.528
H -1.357 -1.712 1.879
H -2.565 0.220 0.989
H -1.678 1.429 -0.061
H -0.809 -0.044 -2.432
H -0.238 1.523 -1.847
H 0.862 0.476 -2.740
```

=====

C7H10O2 | ωB97M-V/def2-TZVPD

## Properties
Energy relative to the best compared isomer or geometry (same formula, charge and spin) = 96.09 kcal/mol
HOMO level = -0.3417 Ha
Structure (SMILES) = C/C=C\C=C\C(=O)OC
Kohn-Sham gap = 9.07 eV
LUMO = -0.23 eV

The geometry in XYZ format:
```
19
C7H10O2 | the OMol25 dataset | ωB97M-V/def2-TZVPD
C -1.636 -2.090 2.082
C -0.851 0.063 1.540
C -0.229 0.873 0.604
C 0.312 0.468 -0.613
C 0.981 1.391 -1.582
C 1.601 1.135 -2.640
C 1.997 -0.137 -3.217
H -2.636 -1.868 2.615
H -1.924 -3.339 1.854
H -0.974 -1.981 2.992
H -0.618 1.795 0.677
H 0.593 -0.631 -0.860
H 0.769 2.499 -1.490
H 1.641 2.174 -3.269
H 1.438 -0.319 -4.222
H 3.064 -0.059 -3.403
H 1.708 -0.963 -2.294
O -1.038 -1.253 1.068
O -0.975 0.313 2.727
```

=====

C7H10O2P2S | ωB97M-V/def2-TZVPD

## Properties
Energy relative to the best compared isomer or geometry (same formula, charge and spin) = 18.72 kcal/mol
HOMO level = -0.3343 Ha
Kohn-Sham gap = 8.11 eV
LUMO = -0.99 eV

The geometry in XYZ format:
```
22
C7H10O2P2S | the OMol25 dataset | ωB97M-V/def2-TZVPD
C -1.127 -1.653 -1.571
C -1.418 -0.860 0.663
C 0.229 -1.284 -1.536
C -0.075 -0.466 0.778
C -1.950 -1.363 -0.477
C 0.694 -0.654 -0.328
C -3.437 -1.555 -0.587
O 2.733 -0.346 1.080
O 2.690 0.582 -1.319
P 2.347 2.912 1.502
P 2.738 4.636 2.545
S 2.495 -0.753 -0.283
H -1.647 -1.781 -2.502
H -2.002 -0.602 1.520
H 0.881 -1.275 -2.398
H 0.424 -0.261 1.729
H -3.917 -1.102 0.303
H -3.836 -1.052 -1.419
H -3.597 -2.626 -0.903
H 3.382 2.477 2.356
H 2.163 1.273 -0.937
H 2.228 5.753 1.784
```

=====

C7H10O2Si | ωB97M-V/def2-TZVPD

## Properties
Expectation value of S² = 2.0163
HOMO level (spin up / spin down) = -0.2803 / -0.3279 Ha
2S+1 = 3
Kohn-Sham gap (spin up / spin down) = 8.23 / 7.41 eV
LUMO (spin up / spin down) = 0.61 / -1.51 eV

The geometry in XYZ format:
```
20
C7H10O2Si | the OMol25 dataset | ωB97M-V/def2-TZVPD
C -2.781 2.690 0.614
C -1.880 1.930 0.395
C -1.438 -1.059 0.586
C 0.497 0.694 -1.551
C -0.728 -2.307 0.173
C 0.690 2.010 -2.238
C 2.666 -1.506 2.179
O -2.441 -1.113 1.253
O 0.911 -0.330 -2.038
Si -0.798 0.604 0.055
H -3.285 3.541 0.842
H -0.241 -2.840 0.944
H -1.626 -2.931 -0.165
H -0.062 -2.080 -0.559
H -0.106 2.324 -2.764
H 0.929 2.823 -1.584
H 1.585 1.858 -2.870
H 2.919 -2.374 2.779
H 3.409 -1.080 1.558
H 1.780 -0.853 2.391
```

=====

C7H10O3 | ωB97M-V/def2-TZVPD

## Properties
Energy relative to the best compared isomer or geometry (same formula, charge and spin) = 102.16 kcal/mol
HOMO level = -0.3104 Ha
Structure (SMILES) = Oc1ccc(O)cc1.CO
Kohn-Sham gap = 9.08 eV
LUMO = 0.64 eV

The geometry in XYZ format:
```
20
C7H10O3 | the OMol25 dataset | ωB97M-V/def2-TZVPD
C 1.108 4.648 0.384
O 2.034 3.572 0.251
H 0.310 4.346 0.069
H 1.358 5.581 -0.152
H 1.394 4.857 1.324
H 1.318 2.945 -0.107
C 0.699 -2.082 0.529
C -0.383 -3.138 0.499
C -1.509 -2.946 -0.061
C -1.811 -1.679 -0.752
C -0.765 -0.649 -0.788
C 0.431 -0.782 0.043
O 1.353 0.168 0.158
O -2.489 -3.914 -0.230
H 1.704 -2.221 1.145
H -0.040 -3.982 0.958
H -2.655 -1.249 -1.168
H -1.108 0.288 -1.299
H 2.200 -0.143 0.221
H -3.154 -3.629 -1.027
```

=====

C7H10O3PPdS6 | ωB97M-V/def2-TZVPD

## Properties
Expectation value of S² = 0.7554
HOMO level (spin up / spin down) = 0.0059 / -0.0061 Ha
Net charge = -2
2S+1 = 2
Kohn-Sham gap (spin up / spin down) = 4.73 / 5.04 eV
LUMO (spin up / spin down) = 4.89 / 4.87 eV

The geometry in XYZ format:
```
28
C7H10O3PPdS6 | the OMol25 dataset | ωB97M-V/def2-TZVPD
Pd 0.760 0.900 -0.929
O 5.596 5.641 -1.483
C 4.752 4.816 -1.254
S 3.067 5.234 -0.635
C 2.501 3.565 -0.595
C 3.449 2.590 -0.609
S 3.139 0.903 -0.447
S 5.132 3.110 -0.671
S 0.808 3.300 -0.422
C -3.338 -3.900 -0.565
C -1.988 -3.305 -0.924
O -2.162 -1.925 -1.182
P -0.952 -0.859 -0.902
S -1.724 0.845 -1.575
S 0.737 -1.652 -1.626
O -1.020 -1.016 0.731
C -0.252 -0.223 1.633
C -1.178 0.297 2.717
H -3.236 -4.970 -0.372
H -4.042 -3.747 -1.384
H -3.737 -3.409 0.323
H -1.582 -3.783 -1.822
H -1.274 -3.456 -0.111
H 0.229 0.629 1.108
H 0.537 -0.852 2.055
H -1.902 0.983 2.278
H -0.603 0.819 3.484
H -1.717 -0.536 3.176
```

=====

C7H10OS | ωB97M-V/def2-TZVPD

## Properties
Energy relative to the best compared isomer or geometry (same formula, charge and spin) = 47.34 kcal/mol
HOMO level = -0.3210 Ha
Kohn-Sham gap = 8.89 eV
LUMO = 0.16 eV

The geometry in XYZ format:
```
19
C7H10OS | the OMol25 dataset | ωB97M-V/def2-TZVPD
C -0.847 2.421 0.753
C -1.107 1.003 0.566
C 0.420 2.827 0.724
C -0.074 0.211 0.339
C -1.121 -1.998 -0.110
C 1.165 -1.441 -1.010
C 0.180 -1.226 0.143
O 2.227 1.730 -0.860
S 1.654 1.533 0.474
H -1.679 3.096 0.901
H -2.130 0.654 0.597
H 0.775 3.835 0.838
H -1.653 -1.564 -0.954
H -1.765 -1.969 0.765
H -0.901 -3.039 -0.341
H 0.670 -1.251 -1.959
H 1.537 -2.462 -1.007
H 2.009 -0.762 -0.928
H 0.640 -1.598 1.070
```

=====

C7H10S | ωB97M-V/def2-TZVPD

## Properties
Energy relative to the best compared isomer or geometry (same formula, charge and spin) = 87.47 kcal/mol
HOMO level = -0.3125 Ha
Structure (SMILES) = C=CC(=C)C=C.C=S
Kohn-Sham gap = 8.37 eV
LUMO = -0.13 eV

The geometry in XYZ format:
```
18
C7H10S | the OMol25 dataset | ωB97M-V/def2-TZVPD
C -0.597 -1.996 -0.175
C -0.532 1.880 -1.586
C -0.834 -0.739 -0.506
C -0.592 1.735 -0.255
C -0.529 0.378 1.748
C 2.124 -0.692 0.479
C -0.656 0.455 0.348
S 2.486 -1.766 -0.620
H -0.815 -2.818 -0.903
H -0.080 -2.487 0.618
H -0.551 2.846 -2.001
H -0.254 1.049 -2.225
H -1.348 -0.510 -1.438
H -0.783 2.609 0.318
H -0.602 1.301 2.435
H -0.524 -0.571 2.121
H 2.233 0.363 0.222
H 1.852 -1.036 1.417
```

=====

C7H10S | ωB97M-V/def2-TZVPD

## Properties
Energy relative to the best compared isomer or geometry (same formula, charge and spin) = 78.66 kcal/mol
HOMO level = -0.3014 Ha
Structure (SMILES) = S=C1CCCC12CC2
Kohn-Sham gap = 8.30 eV
LUMO = 0.10 eV

The geometry in XYZ format:
```
18
C7H10S | the OMol25 dataset | ωB97M-V/def2-TZVPD
C -0.352 -0.526 -0.112
C 0.864 -1.593 -0.093
C 2.204 -0.783 0.303
C 1.755 0.583 -0.186
C 0.170 0.681 -0.079
C -0.648 1.809 0.853
C -0.489 1.886 -0.671
H 1.018 -1.843 -1.240
H 0.753 -2.461 0.493
H 2.346 -0.834 1.399
H 3.209 -1.201 -0.146
H 2.258 1.504 0.412
H 2.142 0.813 -1.223
H -0.061 2.425 1.427
H -1.465 1.248 1.404
H -1.169 1.551 -1.716
H 0.282 2.640 -1.004
S -1.896 -1.011 0.006
```

=====

C7H10S | ωB97M-V/def2-TZVPD

## Properties
Energy relative to the best compared isomer or geometry (same formula, charge and spin) = 190.84 kcal/mol
HOMO level (spin up / spin down) = -0.2573 / -0.2573 Ha
Kohn-Sham gap (spin up / spin down) = 7.51 / 7.51 eV
LUMO (spin up / spin down) = 0.51 / 0.51 eV

The geometry in XYZ format:
```
18
C7H10S | the OMol25 dataset | ωB97M-V/def2-TZVPD
C 0.191 -0.882 1.187
C 2.658 -0.689 -0.276
C -1.198 -1.267 -0.612
C 0.034 1.817 0.376
C -1.200 -0.489 0.726
C -1.075 0.855 -0.043
C -0.404 -0.044 -1.076
S 1.093 0.040 0.133
H 0.519 -0.978 2.138
H 3.091 -0.243 -1.182
H 3.382 -0.290 0.518
H -0.895 -2.349 -0.650
H -2.069 -1.088 -1.104
H 0.317 2.617 -0.478
H -0.019 2.118 1.403
H -2.060 -0.584 1.453
H -2.005 1.191 -0.452
H -0.360 0.262 -2.061
```